1.
The following is a quantum chemistry calculation of a structure of composition C32H29Cl2ErIN5O8, from the OMol25 dataset.

Summary:
spin multiplicity: 4
molecular weight: 976.68 g/mol
<S²>: 3.75
largest force on an atom: 0.953 eV/A
Kohn-Sham gap (alpha / beta): 7.73 / 7.74 eV
relative energy (zero: lowest compared OMol25 entry of this formula, charge and spin): 0.00 kcal/mol
energy: -4346.02444 Ha
E_HOMO (alpha / beta): -7.90 / -7.90 eV

The geometry in XYZ format:
```
78
Properties=species:S:1:pos:R:3:forces:R:3
Er -0.216669 -0.309165 0.176369 0.30 -0.09 -0.35
I -2.106796 -4.746252 0.571152 0.00 0.08 -0.04
Cl 4.307488 4.953087 -3.429293 0.06 0.06 -0.10
Cl 2.587841 3.469667 1.451458 0.03 0.06 0.08
O -1.105252 -1.921525 1.674859 -0.31 0.13 -0.09
O 1.452241 1.190415 0.014538 0.07 0.11 0.21
O -1.119681 1.875631 -1.113039 0.29 -0.17 0.00
O -4.625888 -0.240137 0.004614 0.15 -0.03 -0.03
O -2.416602 -0.436568 -0.177781 -0.26 0.05 -0.28
O 0.730793 -0.092187 -2.189267 -0.12 -0.07 -0.05
O -1.055077 1.054145 1.669248 0.04 0.09 0.26
O -2.938057 1.592660 2.723591 0.12 -0.07 -0.05
N 1.277863 -2.466949 -0.164165 -0.05 -0.08 -0.01
N -0.910006 -2.104528 -1.812591 0.12 -0.08 0.21
N -3.001521 -1.185883 2.693867 -0.06 0.34 -0.04
N 3.409825 0.563694 5.967240 -0.05 -0.06 0.03
N 1.410623 -0.297432 2.393564 -0.20 0.01 -0.09
C -2.337061 -1.971864 1.858176 0.16 -0.90 0.27
C -1.893453 -2.284865 -3.981782 0.06 -0.04 -0.02
C 2.676963 0.129273 2.410381 0.06 0.01 -0.03
C 0.810270 -0.413464 3.581767 -0.03 -0.03 0.03
C 1.636191 -4.582136 -1.227112 -0.01 0.04 -0.01
C -0.858522 -3.100527 -4.402974 -0.03 0.03 0.05
C -1.868269 -1.809310 -2.679640 -0.21 0.02 -0.04
C 2.702296 3.178212 -0.249957 -0.12 -0.22 0.04
C 2.133467 -2.854638 0.783699 0.06 -0.06 0.04
C -3.212985 -3.074710 1.270324 0.26 0.06 0.01
C 2.808309 2.746830 -2.990359 -0.10 -0.16 -0.06
C 0.131049 -3.436261 -3.494743 0.03 -0.04 0.00
C 2.047424 2.003039 -0.755956 0.03 0.20 -0.34
C 3.374924 4.053251 -1.054744 -0.04 -0.08 -0.14
C -2.418905 1.895253 -1.725128 -0.24 0.21 -0.05
C 0.060298 -2.930705 -2.202012 -0.17 -0.02 -0.12
C 1.040341 -3.326115 -1.165481 0.11 -0.05 0.03
C -2.172413 1.667070 1.760922 -0.29 0.44 0.08
C 3.435025 3.824457 -2.439528 0.02 0.06 0.10
C -1.336784 2.991192 -0.226211 -0.18 0.35 0.05
C -3.359567 1.731129 -0.517839 0.10 -0.31 0.00
C -2.572747 2.542496 0.568816 0.30 -0.25 0.08
C 1.418292 -0.127012 4.785176 0.04 0.02 0.06
C 2.104803 1.842201 -2.174394 0.07 0.24 0.51
C 1.393912 0.758143 -2.773526 -0.04 -0.09 -0.15
C 2.777914 -4.079909 0.790986 0.01 -0.06 -0.06
C 2.518542 -4.968367 -0.236053 -0.01 0.05 -0.01
C -2.509610 3.325812 -2.272498 0.07 -0.08 -0.03
C -3.512952 0.237342 -0.192766 -0.25 0.26 0.09
C -1.716334 4.111881 -1.200779 0.06 -0.10 0.01
C 2.745042 0.311255 4.796749 -0.08 -0.07 -0.21
C 3.378555 0.432480 3.554864 0.01 0.02 0.18
H 3.162007 0.231586 1.447880 -0.06 0.03 -0.03
H 3.858256 4.924090 -0.634265 -0.01 0.00 0.03
H -2.490659 1.112579 -2.476891 0.06 -0.03 0.04
H 2.858903 0.677981 6.799564 0.04 0.05 0.02
H -3.797830 -2.667778 0.449053 0.07 0.07 -0.06
H -2.305901 4.888936 -0.716876 0.02 0.02 0.01
H -2.033246 3.386558 -3.250905 0.01 0.03 0.01
H -2.663022 -1.176311 -2.307147 0.06 0.00 0.04
H 2.845996 2.572139 -4.059331 -0.01 0.05 -0.01
H 2.303463 -2.155019 1.583610 -0.03 0.02 0.03
H -0.451367 3.170987 0.377626 0.02 -0.10 -0.03
H 0.952476 -4.073114 -3.791902 0.00 0.02 0.01
H 0.863260 -0.237417 5.708378 0.00 -0.01 -0.01
H -4.350872 2.139445 -0.695596 -0.01 0.03 -0.01
H -4.008502 -1.186022 2.625714 -0.02 -0.07 -0.01
H -3.881055 -3.464188 2.032595 -0.03 0.05 0.00
H -3.161639 3.373264 0.949940 -0.03 0.03 -0.04
H -0.825961 -3.478856 -5.416298 0.01 0.00 0.00
H 3.458307 -4.327938 1.593285 -0.02 0.03 0.02
H -2.703434 -2.013591 -4.644399 -0.01 0.01 0.02
H -2.631637 -0.269389 2.959319 0.09 0.01 -0.01
H -3.541372 3.658316 -2.375029 -0.02 -0.02 0.00
H 4.402133 0.780536 3.494651 0.00 -0.02 -0.06
H 2.982071 -5.945726 -0.265056 0.00 0.00 0.02
H -0.818688 4.565552 -1.619994 -0.02 0.02 -0.01
H 1.451623 0.710370 -3.876388 0.04 -0.06 0.00
H -0.214047 -0.758874 3.561034 0.01 0.03 -0.02
H 1.379232 -5.259713 -2.028377 0.00 0.00 0.01
H 4.256328 1.101475 5.923093 0.01 0.04 0.03
```
Positions in Å, forces in eV/Å.

***

2.
The following is a quantum chemistry calculation of a cluster of 40 separate species, H80O40 in total at a distorted geometry, from the OMol25 dataset.

Summary:
spin multiplicity: 2
molecular weight: 720.60 g/mol
<S²>: 0.76
net charge: +1
largest force on an atom: 2.879 eV/A
Kohn-Sham gap (alpha / beta): 9.18 / 1.55 eV
relative energy (zero: lowest compared OMol25 entry of this formula, charge and spin): 146.86 kcal/mol
energy: -3057.06825 Ha
E_HOMO (alpha / beta): -12.28 / -12.28 eV

The geometry in XYZ format:
```
120
Properties=species:S:1:pos:R:3:forces:R:3
O -4.559627 -0.461657 2.367340 -0.34 -0.13 -0.66
O 1.899688 2.355452 5.325127 0.44 0.06 0.03
O 0.462917 -6.148286 1.740787 -0.07 -0.34 0.56
O -0.593392 0.871483 -0.769530 -0.59 -1.57 1.68
O 4.064309 0.497099 -0.711521 -0.13 -0.54 0.59
O -3.121890 -0.672153 -0.011724 0.49 1.31 -0.21
O -2.553882 -0.817739 4.409871 0.65 0.00 0.27
O -4.484286 -3.465068 -3.470373 -0.92 -2.16 -0.66
O -0.234611 -1.746782 1.091658 -0.80 0.05 0.13
O -2.506763 4.357878 2.012030 -1.11 -0.63 -0.05
O 0.535134 3.109837 -0.985930 0.58 1.20 -1.00
O 5.283727 -2.905203 0.175544 -0.17 0.02 -0.43
O -0.131303 -3.970484 -3.083236 0.08 -0.65 0.02
O 2.859943 5.381429 -1.856816 -0.05 0.50 -0.89
O 4.566584 1.440530 3.555791 -0.05 -0.32 -0.12
O -3.311923 3.789968 -1.525093 1.51 -1.18 1.04
O -1.836167 1.636468 2.577188 0.75 -2.34 -0.99
O 2.613767 0.048586 -2.869773 -0.20 0.10 -0.02
O 2.122294 0.541151 1.102525 -1.60 -1.77 -1.62
O 0.748108 -2.737773 4.649803 0.05 0.70 -0.48
O -5.300342 2.209105 -1.504148 -0.12 -0.81 -0.34
O 1.224143 -1.608656 -5.418804 -1.31 -0.29 0.41
O 0.341218 0.778963 4.068488 -0.08 -1.33 1.18
O -0.107624 0.647629 -3.519627 -0.85 0.32 0.39
O 1.397422 3.012289 1.813992 0.41 -0.50 -1.04
O 2.199079 -4.246709 2.424746 0.14 1.55 0.87
O -0.986675 2.569211 5.554670 -0.57 -1.02 -0.67
O -0.245982 -4.182085 -0.161693 0.85 1.39 0.61
O -3.525424 0.281390 -3.112891 0.26 -0.58 -0.10
O 4.938737 3.140144 -1.513793 -0.40 0.06 0.01
O -0.844282 5.328377 -0.349298 -0.50 0.03 0.06
O -0.884443 -0.062847 -6.200205 0.66 -0.22 -0.71
O -0.023139 3.705015 -4.755111 -0.07 0.06 -0.02
O 0.669848 5.071539 3.221358 -0.66 0.11 0.76
O -2.203003 -2.162144 -4.856970 -1.71 0.27 -1.94
O -3.329281 -3.584220 -0.124938 -1.19 0.55 0.24
O 2.985479 -1.814580 3.234894 -0.77 -0.94 0.50
O 2.439616 -2.295715 0.573070 0.20 0.28 -0.55
O 1.452279 -5.947586 -1.258250 0.46 0.50 -0.69
O -1.952324 -2.263609 -2.075837 0.41 0.89 -0.44
H -3.224067 0.187931 -0.453086 -1.01 -0.22 -0.24
H -1.523487 -2.590438 -5.365468 0.51 -0.25 0.16
H 3.131000 -1.922762 0.009087 -0.07 -0.34 -0.28
H -1.095545 -1.820135 -1.989132 -0.15 0.24 0.32
H -2.475076 -0.280754 3.603267 -0.40 0.05 -0.15
H -0.402226 2.925655 -1.057360 0.05 -0.78 0.12
H 5.266202 1.701928 2.948521 0.08 -0.02 0.02
H 5.013021 -2.741853 1.076955 0.12 -0.05 0.32
H 1.129327 1.333968 4.287214 -0.32 -0.02 -0.37
H 3.668794 4.908048 -1.638400 -0.21 -0.33 0.40
H 4.150306 -0.306237 -1.236801 0.38 0.27 -0.39
H 0.788406 -2.361113 -5.839911 0.73 -0.27 -0.29
H 1.057716 5.029877 4.106739 0.57 0.20 -0.25
H 1.160538 -2.927504 3.769665 -0.64 -1.26 0.48
H -5.287836 -0.034813 1.899040 -0.29 0.29 0.62
H 3.180787 -0.281848 -3.568025 -0.16 -0.29 -0.54
H -0.536598 4.578100 -0.876035 0.10 0.62 0.17
H -1.857974 2.744000 5.174975 -0.14 0.61 0.58
H -0.694859 0.732644 -5.695489 -0.48 0.02 0.18
H 5.552167 3.332379 -0.808091 0.43 0.17 0.18
H 0.528497 -5.993329 0.797528 0.45 -0.34 -0.38
H -2.028894 -2.130162 -3.943768 0.86 -0.18 1.72
H -1.248298 0.899405 -0.054091 -0.28 1.06 -0.31
H -3.054724 -0.277295 -2.482390 -0.05 0.06 0.30
H -0.888935 1.617006 5.299664 0.50 0.77 0.44
H -1.665674 1.927384 3.464436 -0.37 1.12 0.04
H -0.453200 2.882845 -4.513959 -0.05 -0.26 0.01
H 2.260385 -5.147346 2.716267 -0.28 -0.94 -0.02
H -0.151058 -5.511887 2.118629 -0.17 -0.10 -0.16
H 2.041556 -5.179541 -1.283878 0.30 -0.18 0.77
H 1.034146 -5.752794 -2.109668 -0.68 -0.65 0.19
H 1.030090 3.913565 1.887900 0.23 -0.62 0.57
H -1.869049 -3.119237 -1.658777 -0.57 -0.30 -0.22
H -0.955592 -3.753114 -0.623483 -0.44 -0.41 -0.09
H 4.458590 2.369442 -1.176008 0.08 -0.18 -0.16
H -2.371750 2.163826 1.982585 -0.26 1.07 0.91
H 2.778446 0.362572 1.758293 0.57 1.05 1.00
H 1.187474 2.709820 5.866001 -0.37 0.15 0.04
H -4.861163 -2.903820 -2.814283 0.64 1.09 0.18
H 1.097370 2.450456 2.530348 -0.34 0.62 0.37
H 0.769885 -3.954000 -3.418748 -0.06 0.52 -0.21
H -0.491346 -3.079990 -3.086945 0.50 -0.11 -0.51
H -6.009226 2.275523 -0.874187 -0.47 0.19 0.32
H 1.600848 -4.215351 1.673423 0.18 -0.26 -0.42
H 2.233545 5.412891 -1.137776 0.23 -0.32 0.38
H -4.080065 -3.732507 0.464995 0.42 -1.02 0.58
H 2.938727 0.945096 -2.739542 0.14 0.15 0.19
H -0.107020 0.153099 -0.323753 0.65 0.04 -0.86
H -3.434677 -0.287871 -3.892945 -0.23 0.38 -0.26
H -2.529499 4.409061 1.041920 0.37 0.40 0.02
H 2.690739 -1.943929 1.434093 0.02 0.05 -0.02
H 0.764521 0.761394 -3.132107 0.55 -0.26 -0.22
H 2.473451 1.894457 5.945121 0.27 0.01 0.00
H -1.807111 -0.311192 -6.180180 -0.25 0.38 0.40
H -0.208964 4.742670 3.447956 -0.15 0.20 -0.09
H 3.889358 2.107057 3.437979 -0.20 0.37 0.01
H 2.095593 -2.192638 3.101114 0.64 1.32 -0.74
H -1.610266 4.494028 2.287082 0.53 0.29 -0.45
H -4.158035 -0.868474 1.581128 0.57 -0.07 0.29
H 3.386107 -2.705775 3.275544 0.76 0.28 0.06
H 0.342595 -1.846754 4.514343 -0.23 0.16 0.30
H 0.307182 4.033028 -3.914981 0.23 0.19 0.08
H 3.223439 0.313339 -0.243810 0.29 0.58 -0.02
H -0.106804 5.497528 0.237004 0.24 0.23 0.07
H -0.686834 1.026968 -2.836085 0.09 -0.23 -0.43
H -0.427608 -2.663040 0.762084 0.62 0.86 0.27
H -3.912640 3.012113 -1.638672 -0.03 1.74 -0.34
H -3.494460 -0.838075 4.636943 -0.06 0.00 -0.32
H -3.543388 4.624668 -1.915645 -0.66 -0.06 -0.44
H -3.651371 -3.318136 -3.915723 0.11 1.10 0.34
H 0.397444 -1.067840 -5.337009 0.89 0.37 -0.07
H 0.004805 0.709534 3.185608 0.25 0.30 -1.07
H 6.240958 -2.985663 0.187676 0.09 0.04 0.04
H 1.704262 1.397662 0.978195 0.87 0.71 1.14
H -2.224560 -0.497104 0.307344 0.07 -1.31 0.48
H -3.778945 -2.845304 -0.560883 0.93 0.34 -0.66
H 0.929981 2.489737 -0.381897 -0.31 -0.07 0.21
H -5.665619 1.813020 -2.303412 0.08 -0.11 0.02
H 0.545169 -1.417376 0.623423 0.44 -0.69 0.20
H -0.537979 -5.041234 0.090185 -0.94 -0.80 -0.23
```
Positions in Å, forces in eV/Å.